19
Properties=species:S:1:pos:R:3:mulliken_charge:R:1 method="wB97M-V/def2-TZVPD" de_lowest_kj_mol=142.6 gap_ev=10.2 e_tot_ev=-50056.3654
C -2.019 1.283 -0.451 -0.37
C -0.954 2.090 -0.325 -0.30
C -1.895 -0.181 -0.065 -0.52
N -0.593 -0.792 -0.428 -0.18
N 0.391 -0.211 0.388 -0.08
N 1.622 -2.527 0.575 -0.61
O 1.613 1.762 -0.620 -0.54
O 0.813 1.956 1.632 -0.57
O 2.467 -0.879 -1.042 -0.51
O 2.764 -0.517 1.365 -0.56
S 0.602 1.507 0.301 1.04
S 2.008 -0.950 0.267 1.17
Cl -0.241 -0.637 -2.141 -0.06
H -2.972 1.780 -0.609 0.37
H -0.814 3.135 -0.387 0.41
H -2.102 -0.336 0.951 0.37
H -2.757 -0.893 -0.364 0.35
H 1.244 -3.132 -0.190 0.31
H 0.821 -2.459 1.143 0.31